# 1
Molecular formula: C17H23N3O3
Method: DFT, ωB97M-V with the def2-TZVPD basis set

```
46
Properties=species:S:1:pos:R:3:mulliken_charge:R:1
C 1.7359 2.8550 -4.2761 -1.2928
C 0.9021 2.4263 -3.0716 -0.6882
N 0.6673 1.0068 -3.0461 0.3077
C 1.7160 0.0462 -2.7865 -1.0615
C 0.9318 -1.2005 -2.3600 0.3013
C 0.5844 -1.1076 -0.8638 -1.0833
N -0.3808 -2.1262 -0.4838 0.3578
C 0.1989 -3.1992 0.2979 -1.1155
C -1.5986 -1.5873 0.1077 -1.3580
C -1.3619 -0.6898 1.2799 1.0120
N -0.9472 -1.1675 2.4927 -0.7059
C -0.7869 -0.1193 3.2455 0.5988
C -0.3615 -0.0832 4.6140 0.0690
C -0.1920 0.9904 5.4564 -0.5142
C 0.2358 0.4518 6.6871 -0.4237
C 0.2948 -0.8981 6.5039 -0.4925
O -0.0630 -1.2295 5.2568 -0.3508
O -1.0664 1.0415 2.6112 -0.4564
C -1.4280 0.6766 1.3497 0.7060
C -1.8147 1.7355 0.3846 -1.4299
C -0.3430 -1.0654 -3.1906 -0.8951
C -0.5425 0.4397 -3.2528 0.5908
O -1.5770 1.0439 -3.4369 -0.7049
H 1.8452 3.9360 -4.2835 0.4226
H 1.2460 2.5482 -5.1967 0.3111
H 2.7264 2.4070 -4.2393 0.3232
H -0.0827 2.8993 -3.1111 0.3819
H 1.4054 2.7246 -2.1436 0.3826
H 2.3836 0.4139 -2.0019 0.4106
H 2.3087 -0.1433 -3.6908 0.4398
H 1.4698 -2.1263 -2.5646 0.5228
H 0.1662 -0.1136 -0.6825 0.1467
H 1.5036 -1.1911 -0.2696 0.3089
H 1.0722 -3.5832 -0.2272 0.3330
H 0.4925 -2.8828 1.3074 0.3793
H -0.5307 -4.0029 0.3867 0.3472
H -2.2142 -2.4331 0.4199 0.6213
H -2.1368 -1.0256 -0.6610 0.2889
H -0.3566 2.0197 5.2135 0.5300
H 0.4665 0.9922 7.5820 0.4604
H 0.5680 -1.6975 7.1639 0.4698
H -1.0369 2.4965 0.3309 0.2837
H -2.7346 2.2219 0.7087 0.4416
H -1.9715 1.3151 -0.6049 0.1652
H -1.1912 -1.5791 -2.7475 0.2875
H -0.2021 -1.4359 -4.2080 0.3711
```

Properties
SMILES   CCN1C[C@@H](CN(C)Cc2nc(-c3ccco3)oc2C)CC1=O
Total charge   0
Largest force on an atom   1.47 eV/A
Gap between HOMO and LUMO   0.31795 Ha

***

# 2
Molecular formula: C17H23N5S
Method: DFT, ωB97M-V with the def2-TZVPD basis set

```
46
Properties=species:S:1:pos:R:3:mulliken_charge:R:1
C -3.1162 -4.0960 -3.5879 -0.5625
C -4.1852 -4.6914 -2.9271 -0.4458
C -4.6489 -4.1849 -1.7261 -0.4341
C -4.0212 -3.0717 -1.2022 0.7228
S -4.3741 -2.2133 0.2764 -0.3035
C -3.0333 -1.1077 -0.1262 0.4409
N -2.7623 -0.1037 0.7275 -0.0436
C -1.7948 0.8928 0.5795 0.4151
N -1.8042 1.8182 1.4553 -0.7014
C -0.8202 2.8669 1.3363 -0.7284
N 0.3258 2.6020 0.4841 0.0571
C 1.5327 2.1181 1.1542 0.3384
C 2.7298 2.3457 0.2243 -1.2587
C 4.0739 2.3111 0.9479 -0.9608
C 4.2649 1.0806 1.8343 -0.5817
C 3.8070 -0.2276 1.1889 -0.8572
C 2.2835 -0.3697 0.9850 -0.6178
C 1.4376 0.6744 1.7118 -1.0867
C -0.0947 1.9423 -0.7165 -1.0400
N -0.8976 0.7559 -0.4287 -0.0074
N -2.4170 -1.3649 -1.2247 -0.3812
C -2.9360 -2.4578 -1.8627 -0.3562
C -2.4860 -2.9832 -3.0678 -0.4547
H -2.7738 -4.5115 -4.5237 0.3672
H -4.6614 -5.5606 -3.3544 0.3715
H -5.4776 -4.6422 -1.2086 0.3743
H -3.3495 0.0181 1.5401 0.2816
H -0.4723 3.1022 2.3452 0.4280
H -1.3400 3.7567 0.9477 0.3288
H 1.6576 2.8033 2.0011 0.4526
H 2.7442 1.6045 -0.5723 0.3025
H 2.6020 3.3254 -0.2415 0.4923
H 4.8636 2.3380 0.1928 0.3882
H 4.1812 3.2062 1.5647 0.3382
H 3.7404 1.2235 2.7784 0.2559
H 5.3278 0.9898 2.0738 0.4308
H 4.3160 -0.3401 0.2293 0.3225
H 4.1524 -1.0429 1.8288 0.3269
H 2.0376 -0.3481 -0.0776 0.2519
H 1.9743 -1.3525 1.3494 0.4766
H 1.7058 0.6734 2.7694 0.6152
H 0.3965 0.3567 1.6624 0.4581
H 0.7662 1.6391 -1.3115 0.4604
H -0.6901 2.6618 -1.3045 0.3360
H -1.1082 0.0788 -1.1516 0.3671
H -1.6563 -2.5155 -3.5735 0.4204
```

Properties
SMILES   c1ccc2sc(NC3=NCN(C4CCCCCC4)CN3)nc2c1
Total charge   0
Largest force on an atom   1.05 eV/A
Gap between HOMO and LUMO   0.32165 Ha

***

# 3
Molecular formula: C17H23NO3S
Method: DFT, ωB97M-V with the def2-TZVPD basis set

```
45
Properties=species:S:1:pos:R:3:mulliken_charge:R:1
C -1.0147 -3.0288 1.0135 -1.3794
C -0.6545 -2.3205 -0.2897 0.2597
O 0.5551 -1.5528 -0.2001 -0.3709
C 0.7690 -0.6322 0.7427 0.6024
O -0.0503 -0.2714 1.5674 -0.7309
C 2.1207 -0.0759 0.6849 -0.8587
C 3.0525 -0.4571 -0.2047 0.3069
C 4.3758 0.0672 -0.2820 0.3399
C 5.3591 -0.2984 -1.1721 -0.5186
C 6.5610 0.4036 -0.9906 -0.4726
C 6.4912 1.2993 0.0333 -0.4413
S 4.9586 1.3053 0.7972 -0.1413
C -1.8603 -1.5260 -0.8418 0.3798
O -2.4070 -1.8813 -1.8669 -0.6921
N -2.2473 -0.4930 -0.0877 0.0936
C -3.3556 0.3727 -0.4308 -0.6302
C -2.8395 1.7861 -0.7127 -0.9478
C -3.9901 2.7202 -1.0702 -0.7448
C -5.0185 2.7445 0.0551 -0.6521
C -5.5337 1.3359 0.3308 -0.9654
C -4.3921 0.3878 0.7019 0.6436
C -4.9224 -1.0171 0.9754 -1.6460
H -0.1767 -3.6385 1.3466 0.3907
H -1.2588 -2.3150 1.7957 0.2951
H -1.8723 -3.6728 0.8371 0.4389
H -0.4084 -3.0649 -1.0560 0.3441
H 2.3266 0.6821 1.4274 0.3229
H 2.8070 -1.2195 -0.9323 0.4093
H 5.2112 -1.0485 -1.9283 0.4181
H 7.4403 0.2538 -1.5908 0.3896
H 7.2569 1.9616 0.3861 0.4268
H -1.7079 -0.2516 0.7386 0.4451
H -3.8066 -0.0468 -1.3364 0.4785
H -2.1160 1.7481 -1.5298 0.4398
H -2.3248 2.1590 0.1769 0.2847
H -3.6066 3.7263 -1.2508 0.3635
H -4.4656 2.3718 -1.9895 0.3291
H -5.8512 3.3972 -0.2146 0.3431
H -4.5572 3.1471 0.9599 0.3185
H -6.2630 1.3602 1.1433 0.3640
H -6.0384 0.9538 -0.5594 0.3541
H -3.9014 0.7636 1.6076 0.3008
H -4.1173 -1.6804 1.2814 0.2949
H -5.3801 -1.4292 0.0788 0.3511
H -5.6690 -0.9935 1.7661 0.4634
```

Properties
SMILES   C[C@H](OC(=O)/C=C/c1cccs1)C(=O)N[C@@H]1CCCC[C@H]1C
Total charge   0
Largest force on an atom   1.04 eV/A
Gap between HOMO and LUMO   0.30599 Ha

***

# 4
Molecular formula: C17H23NO5S
Method: DFT, ωB97M-V with the def2-TZVPD basis set

```
47
Properties=species:S:1:pos:R:3:mulliken_charge:R:1
C -0.7222 4.6481 1.1625 -1.3739
C -1.2931 3.3743 1.7757 0.4359
C -1.1702 3.3590 3.2948 -1.4186
O -0.7123 2.1938 1.1827 -0.5797
C 0.6147 1.9463 1.3265 0.7843
O 1.3554 2.6828 1.9310 -0.6387
C 1.0204 0.7036 0.6616 -0.1106
C 0.2393 -0.0070 -0.2333 0.4880
N -1.0387 0.3048 -0.6553 0.0838
C -1.7254 -0.4400 -1.5466 0.8205
O -1.2396 -1.4425 -2.0554 -0.8428
C -3.1189 0.0655 -1.8532 -0.4680
C -3.6727 -0.4921 -3.1718 -0.8725
C -4.2659 -1.8956 -3.0185 0.5504
O -5.4389 -2.1082 -3.1561 -0.5884
O -3.4031 -2.8571 -2.7259 -0.5005
S 1.0338 -1.3938 -0.8632 -0.3393
C 2.4413 -1.0450 0.0910 0.8814
C 2.3012 0.0813 0.8405 -0.5696
C 3.3793 0.5457 1.7690 -0.9037
C 3.6869 -0.4847 2.8616 -0.8027
C 4.5717 -1.6410 2.3980 -0.6536
C 3.9077 -2.5959 1.4082 -0.6222
C 3.6179 -1.9568 0.0453 -1.0941
H -1.2896 5.5033 1.5182 0.4594
H -0.7878 4.6090 0.0768 0.3453
H 0.3188 4.7688 1.4483 0.2911
H -2.3507 3.2754 1.4965 0.3362
H -1.5391 2.4157 3.6918 0.3627
H -0.1328 3.4854 3.5907 0.3146
H -1.7599 4.1710 3.7107 0.4552
H -1.4449 1.1229 -0.2148 0.2985
H -3.7771 -0.2177 -1.0261 0.3179
H -3.0957 1.1565 -1.8974 0.4194
H -2.8770 -0.5266 -3.9199 0.3733
H -4.4695 0.1571 -3.5348 0.3116
H -2.4872 -2.5091 -2.5912 0.4238
H 4.2891 0.7389 1.1942 0.3716
H 3.0695 1.4801 2.2308 0.4045
H 4.2034 0.0284 3.6756 0.3522
H 2.7498 -0.8776 3.2614 0.3931
H 5.4811 -1.2354 1.9475 0.3033
H 4.8722 -2.2165 3.2774 0.3301
H 4.5745 -3.4469 1.2530 0.3502
H 2.9762 -2.9763 1.8321 0.3687
H 4.5020 -1.4011 -0.2820 0.2906
H 3.4223 -2.7407 -0.6884 0.4609
```

Properties
SMILES   CC(C)OC(=O)c1c(NC(=O)CCC(=O)O)sc2c1CCCCC2
Total charge   0
Largest force on an atom   0.86 eV/A
Gap between HOMO and LUMO   0.31599 Ha

***

For reference, energy relative to the best compared isomer or geometry (same formula, charge and spin) by record: 62.8 4.6 12.8 3.8 kcal/mol.